The following is a DFT calculation (the ωB97M-V functional and the def2-TZVPD basis) of 18 unconnected molecules or ions with the total composition C54H144O54S18 in a non-equilibrium geometry.

Geometry (Å):
O  13.935198  -4.599431  27.933019
S  15.159805  -3.839680  28.254509
O  15.742969  -3.081990  27.230292
O  14.865869  -2.796497  29.480251
C  15.867491  -1.999888  30.027449
C  15.502571  -0.608802  30.435649
C  16.369589  -4.929269  28.905157
H  16.746743  -1.984294  29.392313
H  16.233164  -2.571293  30.893885
H  15.854512  -0.488832  31.456471
H  14.427275  -0.464829  30.513939
H  15.958946  0.116993  29.795650
H  17.284872  -4.371504  28.996228
H  16.573609  -5.769018  28.199416
H  16.078294  -5.295370  29.916197
O  10.843408  -2.209947  39.151924
S  11.160541  -1.036289  38.353711
O  10.577916  0.254918  38.583691
O  12.757446  -0.881166  38.314820
C  13.315640  0.197666  37.508293
C  14.774818  -0.140554  37.488447
C  10.825012  -1.486391  36.615669
H  13.111767  1.083192  38.075796
H  12.772837  0.310897  36.528199
H  15.198360  0.295147  36.616386
H  14.971617  -1.245389  37.322598
H  15.218608  0.258855  38.402457
H  11.161335  -0.715537  35.935346
H  9.789934  -1.738585  36.573266
H  11.523921  -2.343529  36.513229
O  12.511377  2.683175  32.900994
S  13.218413  3.253092  31.762824
O  14.613285  3.034190  31.518334
O  12.572385  2.851092  30.314745
C  11.145397  2.808566  30.015552
C  11.284927  2.037136  28.706125
C  12.801430  5.001852  31.688675
H  10.698205  3.820171  30.099859
H  10.676639  2.211207  30.795604
H  11.875875  2.612160  27.969221
H  10.410562  1.696701  28.163466
H  11.856670  1.132722  28.972561
H  11.713742  5.076507  31.698617
H  13.174522  5.395377  30.767404
H  13.252952  5.483386  32.576130
O  12.140822  -6.121415  23.830410
S  11.390232  -5.002955  24.285490
O  11.788700  -3.704745  23.844983
O  9.840738  -5.315591  23.744538
C  8.908618  -4.289381  24.059871
C  7.601141  -4.572316  23.405819
C  11.289749  -4.996747  26.058435
H  9.327772  -3.429800  23.460287
H  8.872326  -4.005045  25.117736
H  7.235901  -5.637332  23.503140
H  7.760216  -4.332387  22.362066
H  6.804020  -3.938633  23.748764
H  11.205907  -6.060454  26.289822
H  10.489180  -4.435173  26.594612
H  12.294344  -4.569321  26.370405
O  8.728170  -10.810168  28.678512
S  9.402226  -10.094041  29.759233
O  8.898082  -10.222337  31.127217
O  10.960568  -10.407727  29.708925
C  11.496891  -11.864101  29.767558
C  12.483585  -11.951080  30.837861
C  9.360254  -8.370033  29.353375
H  11.839845  -12.053954  28.792564
H  10.528310  -12.450899  29.875889
H  13.173460  -11.151317  30.691649
H  13.122688  -12.880374  30.706623
H  11.941767  -12.078897  31.800097
H  8.349174  -8.132680  28.980288
H  9.878882  -8.297927  28.406096
H  9.739772  -7.746791  30.195806
O  18.531314  -2.192636  32.361452
S  18.328355  -1.691338  33.687487
O  17.105549  -2.035904  34.362408
O  19.479051  -2.088522  34.664463
C  20.849467  -2.202807  34.141957
C  21.760611  -0.990535  34.372500
C  18.239156  0.088688  33.474956
H  20.623733  -2.454892  33.145389
H  21.174027  -3.120509  34.700196
H  21.232387  -0.023052  34.339126
H  22.495845  -1.028674  33.581831
H  22.254431  -1.070812  35.358728
H  19.129982  0.494223  33.006254
H  18.038646  0.511225  34.451416
H  17.412890  0.197054  32.757686
O  5.549516  -7.218014  28.591551
S  5.258170  -6.198761  29.545949
O  4.234755  -5.223648  29.383581
O  4.754748  -6.954988  30.852275
C  5.130134  -8.295156  31.181112
C  4.298044  -8.862022  32.321320
C  6.704950  -5.452729  30.109421
H  6.183109  -8.343208  31.393558
H  4.952760  -8.905897  30.295878
H  4.411767  -8.411501  33.351928
H  4.508331  -9.927946  32.509627
H  3.220702  -8.856956  32.099435
H  7.182361  -4.885847  29.371787
H  7.263031  -6.343657  30.417570
H  6.439752  -4.977129  31.026982
O  6.644923  -3.236397  35.892172
S  6.334043  -2.496622  37.047704
O  5.358056  -3.005907  37.978522
O  7.668964  -2.232214  37.846179
C  7.733543  -1.789652  39.250170
C  8.172561  -2.857608  40.220790
C  5.908438  -0.747299  36.709817
H  6.723732  -1.410688  39.485340
H  8.462716  -1.018111  39.292129
H  7.391320  -3.178538  40.884040
H  9.002829  -2.470373  40.830108
H  8.684180  -3.656772  39.658738
H  5.760329  -0.222978  37.592362
H  5.037129  -0.641297  36.108408
H  6.791457  -0.326421  36.142145
O  9.701673  1.053400  26.007158
S  10.037429  -0.280358  25.545852
O  10.900457  -1.083502  26.353257
O  8.739047  -1.174849  25.332903
C  8.063843  -1.467329  26.678594
C  6.574496  -1.844427  26.458074
C  10.600042  -0.238559  23.885566
H  8.159719  -0.574456  27.303521
H  8.739548  -2.238755  27.135781
H  6.490949  -2.625062  25.718583
H  6.041012  -1.059274  26.007366
H  6.025821  -2.200111  27.324540
H  9.811216  0.300078  23.332651
H  10.741513  -1.327532  23.652061
H  11.604802  0.251370  23.898791
O  10.107277  -8.850232  26.074385
S  8.763124  -8.367729  25.748995
O  8.162899  -7.342417  26.491563
O  8.717437  -7.906552  24.244274
C  9.784478  -8.411287  23.372290
C  9.288615  -8.121706  21.939176
C  7.737049  -9.800960  25.888808
H  9.960377  -9.469520  23.633206
H  10.704050  -7.880226  23.578807
H  10.068205  -8.274913  21.212193
H  9.167419  -7.020689  22.035618
H  8.329558  -8.591962  21.675529
H  7.391984  -9.845698  26.893360
H  8.372765  -10.695401  25.636183
H  6.854385  -9.665265  25.238642
O  9.436813  4.812734  32.457979
S  8.304485  4.492140  33.291295
O  7.062416  4.356248  32.594398
O  8.551255  3.225414  34.144043
C  9.177210  2.064749  33.491683
C  9.841181  1.134543  34.546870
C  8.114215  5.655168  34.551202
H  9.988480  2.390794  32.810414
H  8.385225  1.549544  33.066788
H  10.844982  1.468132  34.704926
H  9.868225  0.110577  34.156116
H  9.201708  1.208662  35.477149
H  7.396949  5.142040  35.172910
H  7.677148  6.585324  34.125614
H  8.996764  5.890934  35.092736
O  13.080958  -6.257094  36.286495
S  13.974559  -5.161451  36.084074
O  13.630492  -3.767026  36.532032
O  15.359719  -5.606053  36.720246
C  16.385438  -4.620087  36.956909
C  16.795852  -4.529859  38.467882
C  14.520046  -4.961305  34.385440
H  16.052867  -3.723073  36.455462
H  17.262840  -4.979663  36.409175
H  17.719640  -3.815501  38.520320
H  17.312293  -5.462681  38.656725
H  15.993483  -4.210602  39.200761
H  15.456310  -4.350533  34.433874
H  13.766315  -4.508386  33.797651
H  14.679961  -5.930929  33.994057
O  9.518419  -4.106827  28.759130
S  9.946964  -3.182397  29.869376
O  9.132575  -2.019101  30.154071
O  9.961526  -4.046221  31.122369
C  9.671934  -3.630243  32.438497
C  10.936349  -3.651033  33.269208
C  11.523404  -2.679246  29.421927
H  8.902111  -4.378868  32.821194
H  9.184300  -2.628126  32.416181
H  11.508847  -2.787893  33.016481
H  11.561554  -4.511509  33.005748
H  10.744310  -3.709909  34.308557
H  12.154270  -3.581855  29.368213
H  11.927689  -2.000791  30.187429
H  11.395940  -2.253510  28.430108
O  4.733333  -1.029313  33.580540
S  5.893363  -1.665362  33.086049
O  7.168162  -1.430833  33.717886
O  5.662990  -3.207068  33.064615
C  4.347284  -3.805511  32.993669
C  3.834677  -4.299463  34.367832
C  6.013570  -1.346594  31.322806
H  4.572959  -4.612216  32.286351
H  3.586267  -3.189162  32.548531
H  3.763912  -3.505717  35.116552
H  4.550768  -4.982221  34.805665
H  2.850469  -4.757213  34.244303
H  5.031065  -1.513754  30.951941
H  6.836480  -1.888358  30.881404
H  6.296899  -0.291522  31.170297
O  7.781709  -7.486690  32.707126
S  9.043324  -7.720159  33.288158
O  10.140952  -7.762840  32.325892
O  9.428857  -6.528855  34.234780
C  8.390167  -5.941954  35.171973
C  9.245469  -5.261203  36.204261
C  9.194691  -9.165263  34.167135
H  7.772240  -6.802104  35.615442
H  7.701523  -5.346570  34.598537
H  10.226270  -5.814571  36.303540
H  8.776161  -5.244162  37.169306
H  9.508250  -4.241414  35.966326
H  9.209147  -9.931782  33.396268
H  8.315581  -9.380571  34.863430
H  10.099770  -9.242255  34.784319
O  13.646522  -5.278404  31.495096
S  13.728667  -6.677810  31.182180
O  14.970743  -7.046600  30.589943
O  13.403732  -7.408688  32.498366
C  13.133139  -8.851893  32.599055
C  13.311370  -9.182674  34.028296
C  12.343929  -6.874957  30.088569
H  13.801030  -9.304896  31.842633
H  12.041381  -8.914653  32.311569
H  14.345639  -9.342844  34.265131
H  12.826439  -10.155392  34.225333
H  12.895787  -8.352928  34.634969
H  12.610490  -6.145121  29.275219
H  11.485288  -6.504882  30.576934
H  12.303747  -7.939180  29.698052
O  16.970848  -10.296017  26.284997
S  16.580729  -9.514608  25.144843
O  16.138124  -10.164412  23.959046
O  15.465076  -8.427266  25.586028
C  14.313453  -9.052001  26.380377
C  13.205274  -9.709975  25.625011
C  17.781430  -8.290618  24.813683
H  14.002039  -8.160874  26.905610
H  14.653579  -9.722100  27.176108
H  12.456035  -10.170666  26.329718
H  13.526702  -10.533303  25.036500
H  12.697693  -9.014817  24.944473
H  18.685667  -8.741222  24.406864
H  18.014986  -7.621476  25.677421
H  17.354178  -7.634099  24.048528
O  15.719091  -1.040423  21.408317
S  15.398738  -1.960973  22.426732
O  16.423571  -2.776371  23.018479
O  14.736030  -1.105235  23.579613
C  14.442516  -1.733650  24.833425
C  14.487678  -0.662744  25.949201
C  14.051777  -2.996842  21.908451
H  15.237134  -2.459912  25.098051
H  13.445225  -2.169472  24.734374
H  13.888783  0.210056  25.735408
H  15.511019  -0.207164  25.945973
H  14.246792  -1.166982  26.826135
H  13.051796  -2.487909  21.966148
H  14.066441  -3.703643  22.666127
H  14.295402  -3.354420  20.917500

Atomic forces in eV per Å
O 1.8 1.6 1.3
S -2.0 -1.2 1.3
O 1.0 1.0 -1.6
O -2.3 -1.8 -1.8
C 2.6 -1.0 1.1
C -0.7 -0.2 0.6
C 0.2 -0.9 0.7
H 0.0 0.2 -0.6
H -0.2 0.3 0.1
H 0.2 0.3 0.0
H -0.1 0.1 -0.3
H 0.0 0.6 -0.3
H 0.4 0.4 0.0
H -0.6 0.7 0.5
H 0.0 0.1 -1.0
O 0.7 1.8 -0.6
S 0.2 -1.1 -1.7
O -0.1 -0.1 0.6
O -1.4 -0.6 0.2
C -0.9 -0.6 0.0
C 0.2 -1.1 -0.4
C 2.0 -0.6 1.5
H 0.0 0.8 0.1
H 0.8 -0.5 0.8
H 0.7 0.8 -0.6
H -0.5 1.2 0.6
H 0.3 -0.4 -0.2
H -0.4 0.2 0.1
H -0.7 -0.2 -0.3
H -0.7 0.1 -0.2
O 0.8 0.1 -1.3
S -1.5 0.8 -1.4
O -0.3 -0.1 0.7
O 0.8 0.4 2.0
C 0.5 -0.4 0.3
C 0.0 0.0 -0.6
C 0.2 -0.6 1.2
H 0.3 -0.5 -0.7
H -0.2 -0.2 -0.1
H -0.2 -0.2 0.5
H -0.5 0.3 0.4
H -0.2 0.3 -0.3
H 0.1 0.0 0.3
H 0.5 0.2 -0.4
H -0.3 -0.1 -0.5
O 0.1 -0.4 0.1
S -2.0 0.0 -0.2
O -0.2 0.7 -0.2
O 2.1 -0.4 1.3
C 0.8 2.2 -1.1
C -0.7 -1.7 -0.4
C 0.8 0.1 0.5
H -0.5 -0.2 1.2
H 0.0 -0.5 -0.1
H 0.6 1.1 0.0
H -0.4 -0.3 -0.4
H -0.2 0.4 0.4
H 0.1 0.1 0.3
H 0.4 -0.3 -1.0
H -1.1 -0.7 -0.3
O 0.8 0.3 1.3
S -1.4 0.1 0.2
O 0.6 -0.6 -1.4
O 0.5 -0.5 0.2
C -4.2 0.8 -0.3
C 0.4 -2.3 0.8
C 0.2 0.0 -0.3
H 0.7 0.0 -1.2
H 1.5 0.3 0.2
H 0.4 0.8 0.7
H -0.9 0.8 0.0
H 0.9 0.7 -0.3
H 0.0 -0.2 0.9
H 0.8 0.2 0.0
H -0.5 -0.6 -0.8
O 0.7 -0.6 -0.1
S -2.2 0.9 -0.5
O 0.6 -0.2 0.1
O 0.1 0.8 0.5
C -0.4 -0.8 1.7
C -0.6 -0.4 0.6
C 0.2 -0.6 0.1
H 0.8 -0.2 -1.5
H 0.2 0.9 -0.7
H 0.1 -0.5 -0.1
H 0.4 0.2 -0.1
H -0.2 0.1 -0.6
H 0.2 -0.1 0.1
H -0.1 0.3 0.0
H 0.1 0.1 0.5
O 0.2 0.2 -0.7
S -1.3 -1.1 0.8
O -0.1 0.5 -0.7
O -0.3 0.5 0.9
C -0.1 -1.0 -0.4
C -0.6 0.0 1.4
C -0.1 -2.1 1.2
H 0.4 0.1 0.2
H 0.0 0.0 0.0
H 0.2 0.1 -1.3
H 0.3 0.3 -0.5
H 0.3 0.3 -0.1
H 0.8 0.9 -1.0
H 0.6 0.3 -0.2
H -0.1 0.9 0.4
O 0.6 -0.5 -1.0
S -1.5 2.2 2.7
O 0.2 0.0 -0.4
O 1.1 -0.5 -0.2
C -1.6 -0.2 0.0
C 1.3 -0.2 -0.3
C 2.2 -1.2 -2.3
H 0.5 0.0 0.1
H 0.3 0.9 -0.5
H -0.4 -0.5 0.0
H -0.4 0.1 -0.1
H -0.6 0.0 0.3
H -0.1 0.6 1.9
H -0.7 -0.3 -0.6
H -1.0 -0.5 0.6
O 0.1 -1.1 -0.5
S -0.7 0.5 0.4
O 0.9 -0.1 0.5
O -1.1 0.5 1.0
C 0.5 -0.5 -0.1
C 1.6 -0.8 -0.4
C 0.5 -0.7 0.2
H -0.1 0.0 -0.2
H -1.1 0.4 -0.4
H 0.2 -0.6 -0.2
H -0.6 1.4 -0.3
H 0.4 0.2 0.4
H 0.7 -0.4 -0.1
H -0.3 1.0 -0.3
H -1.0 -0.2 -0.1
O -1.1 1.1 -0.3
S 1.8 -2.4 -0.2
O -0.6 1.8 1.0
O 0.3 -0.5 0.2
C -0.5 -1.0 -0.7
C 0.0 1.3 1.6
C 0.2 -0.5 -1.8
H -0.2 0.3 -0.4
H 0.0 0.2 0.0
H 0.2 -0.4 -0.3
H -0.3 -0.6 -0.7
H 0.5 0.0 0.1
H 0.0 -0.1 0.9
H -0.9 0.9 0.2
H 0.5 -0.2 0.1
O 0.3 -0.2 0.5
S 0.1 0.7 -2.3
O -0.3 0.0 0.3
O 1.0 -0.7 0.7
C 2.1 0.0 1.2
C -1.8 1.0 0.2
C -1.2 0.7 -0.1
H -0.9 0.0 0.1
H -1.3 -0.9 -1.3
H 0.6 0.2 0.5
H -0.2 0.2 0.1
H 1.0 -0.4 -0.8
H -0.3 0.3 0.6
H 0.2 -0.8 0.1
H 0.9 -0.1 0.3
O 0.0 0.2 -0.1
S 0.2 3.8 -0.1
O 0.5 -3.4 -0.6
O -0.5 -0.5 0.7
C 0.6 0.1 0.6
C 1.0 1.6 -1.0
C 0.7 0.4 1.4
H 0.1 0.6 0.4
H -0.1 0.0 0.0
H -1.9 -0.7 -0.1
H -0.6 -0.5 0.7
H 1.0 -0.6 -1.0
H -0.9 -0.5 -0.2
H -0.7 0.7 -0.4
H 0.4 -1.0 -0.3
O 0.9 2.0 2.6
S -3.0 -0.8 -3.7
O 0.3 -0.3 -0.3
O 0.9 -1.6 -0.3
C -1.7 0.0 1.9
C 0.1 -0.7 -1.3
C 1.3 -0.5 0.8
H 1.0 1.0 -0.5
H 0.3 -0.7 0.0
H 0.6 0.8 0.1
H -0.3 -0.1 0.0
H -0.3 0.2 1.0
H -0.1 0.4 0.0
H -0.1 0.0 -0.5
H 0.1 0.3 0.0
O -1.2 0.7 0.6
S 1.8 0.0 -1.1
O -0.5 -0.1 -0.5
O 0.3 -0.1 0.4
C -0.2 -1.2 0.5
C 0.7 0.5 -0.4
C 0.9 1.3 1.1
H -0.6 -0.2 0.4
H 0.1 0.8 -0.3
H -0.2 0.2 -0.4
H 0.0 -0.5 -0.1
H 0.2 -0.1 0.0
H -0.6 -0.4 -0.7
H -0.1 -0.7 -0.1
H -0.4 -0.2 0.3
O -2.0 -0.1 0.2
S 3.4 1.9 -2.4
O -0.5 0.1 1.2
O -1.0 -0.1 0.5
C 0.2 -2.1 0.3
C 1.2 -0.5 0.2
C -1.4 -2.0 2.4
H 1.0 1.1 -0.6
H 0.0 0.5 -0.2
H -1.1 0.4 0.0
H -0.4 0.0 0.5
H -0.2 0.3 -0.3
H 0.0 -0.1 -0.1
H 1.0 0.5 -1.0
H -0.1 0.5 -0.5
O 0.0 0.4 0.7
S -1.0 2.5 -1.0
O 0.3 -1.6 -0.1
O 0.1 -0.2 0.6
C -1.4 0.9 -1.8
C -0.3 -0.7 0.6
C 1.9 -1.3 -1.7
H -0.4 -0.3 0.7
H 1.3 -0.3 0.1
H 0.6 0.2 0.3
H -0.1 0.5 0.1
H 0.1 -0.7 -0.1
H -0.2 -0.9 0.5
H -1.0 0.0 0.7
H -0.3 1.3 0.4
O -0.1 0.0 -0.2
S -0.6 1.2 1.2
O 0.2 -0.3 -0.4
O -1.0 -2.2 0.7
C 0.7 1.0 0.6
C -1.1 0.2 -0.1
C 0.6 1.3 -0.3
H -0.5 0.2 0.0
H 0.7 0.0 -0.4
H 0.7 0.9 -0.4
H 0.7 -0.7 -0.6
H 0.0 -0.1 0.3
H -0.1 -0.1 0.1
H -0.3 -1.0 -0.4
H 0.0 -0.2 0.0
O 0.3 0.9 -0.9
S -0.3 -0.4 0.9
O -0.3 -0.1 -0.3
O 0.1 0.4 -0.4
C 0.4 0.4 1.2
C 1.6 0.8 -2.8
C -0.5 1.9 -0.4
H -0.8 0.2 -0.5
H 0.2 -0.2 0.2
H -0.8 -0.1 0.1
H -0.5 -0.8 0.4
H -0.4 -0.3 1.8
H 1.2 -0.2 -0.3
H -0.2 -2.0 1.0
H -0.1 -0.3 0.0

* net charge: 0
* HOMO-LUMO gap: 10.8 eV
* highest occupied orbital energy: -10.68 eV
* LUMO energy: 0.1 eV
* E: -13373.87552 a.u.